Entry 1:
Molecular formula: C2H5O2
Method: DFT, wB97M-V/def2-TZVPD

Element x y z (Å)
C 1.39 -0.07 0.03
C -0.97 -0.56 0.41
O -1.81 -1.39 0.66
O 0.27 -0.55 0.39
H 1.70 0.38 -0.92
H 2.10 0.09 0.93
H -0.39 1.88 -1.07
H -0.69 2.53 -1.34
H -1.61 -2.31 0.91

Values from the calculation:
maximum force	0.09006	hartree/bohr
highest occupied orbital energy (alpha / beta)	-15.58 / -14.71	eV
charge	+1
HOMO-LUMO gap (alpha / beta)	9.40 / 7.72	eV
E	-229.16244	Ha

These are the Löwdin partial charges, in e, on atoms 1 to 8: atom 1 (C): 0.1341, atom 2 (C): -0.0966, atom 3 (O): 0.2981, atom 4 (O): 0.0993, atom 5 (H): 0.1270, atom 6 (H): 0.1626, atom 7 (H): 0.0094, atom 8 (H): 0.0703

Entry 2:
Molecular formula: C25H14Cl5F6OPPdSb
Method: DFT, wB97M-V/def2-TZVPD

Element x y z (Å)
Pd -0.31 -0.74 -0.37
O -0.42 1.32 -1.83
C 0.68 0.90 -1.88
C 2.01 0.70 -2.14
C 2.59 1.35 -3.27
C 3.87 1.02 -3.63
C 4.62 0.07 -2.92
C 4.06 -0.56 -1.81
C 2.77 -0.26 -1.40
P 1.97 -1.00 0.01
C 2.42 -0.06 1.48
C 1.80 -0.38 2.69
C 2.05 0.37 3.82
C 2.92 1.46 3.75
C 3.55 1.77 2.55
C 3.30 1.02 1.42
C 2.54 -2.68 0.23
C 2.00 -3.68 -0.58
C 2.45 -4.98 -0.45
C 3.42 -5.29 0.49
C 3.96 -4.30 1.30
C 3.51 -3.00 1.18
H 2.02 2.08 -3.83
H 4.31 1.51 -4.49
H 5.62 -0.18 -3.23
H 4.63 -1.30 -1.27
H 1.11 -1.22 2.74
H 1.56 0.12 4.75
H 3.10 2.06 4.63
H 4.23 2.61 2.50
H 3.78 1.27 0.48
H 1.23 -3.44 -1.31
H 2.02 -5.76 -1.08
H 3.76 -6.31 0.59
H 4.71 -4.55 2.03
H 3.92 -2.22 1.82
Cl 0.11 2.77 0.89
C -0.84 1.62 1.77
C -0.97 0.33 1.29
C -1.65 -0.58 2.07
Cl -1.64 -2.22 1.42
C -2.23 -0.27 3.29
Cl -3.05 -1.47 4.20
C -2.12 1.04 3.74
Cl -2.85 1.49 5.23
C -1.42 1.99 2.98
Cl -1.28 3.60 3.55
F -2.19 -1.19 -1.88
Sb -1.57 -2.66 -2.95
F 0.15 -1.85 -2.66
F -1.26 -3.57 -1.30
F -0.79 -4.08 -3.89
F -3.30 -3.38 -3.05
F -1.80 -1.64 -4.50

Values from the calculation:
maximum force	0.01610	hartree/bohr
2S+1	4
highest occupied orbital energy (alpha / beta)	-7.21 / -9.41	eV
HOMO-LUMO gap (alpha / beta)	6.58 / 6.51	eV
E	-4646.00277	Ha

These are the Löwdin partial charges, in e, on atoms 1 to 8: atom 1 (Pd): 0.7811, atom 2 (O): 0.1332, atom 3 (C): -0.2265, atom 4 (C): -0.2262, atom 5 (C): -0.0106, atom 6 (C): -0.0700, atom 7 (C): -0.0690, atom 8 (C): -0.0716

Entry 3:
Molecular formula: C14H13F2O
Method: DFT, wB97M-V/def2-TZVPD

Element x y z (Å)
F -3.25 3.51 0.44
C -3.01 2.16 0.39
C -4.13 1.33 0.41
C -3.86 -0.05 0.40
C -2.56 -0.54 0.33
C -1.42 0.31 0.25
C -0.14 -0.32 0.21
C 1.13 0.31 0.26
C 2.28 -0.53 0.35
C 3.58 -0.04 0.39
C 3.84 1.34 0.39
C 2.72 2.17 0.39
F 2.95 3.52 0.44
C 1.41 1.72 0.34
C -1.71 1.72 0.31
H -5.14 1.73 0.45
H -4.70 -0.74 0.42
H -2.38 -1.61 0.31
H -0.14 -1.39 0.44
H 2.10 -1.61 0.34
H 4.42 -0.73 0.40
H 4.85 1.74 0.42
H 0.63 2.46 0.35
H -0.93 2.46 0.28
C 0.93 -3.30 -1.55
O -0.02 -2.34 -1.03
H 1.68 -3.48 -0.77
H 0.46 -4.26 -1.85
H 1.34 -2.81 -2.44
H -0.94 -2.71 -1.06

Values from the calculation:
maximum force	0.04823	hartree/bohr
highest occupied orbital energy	-13.21	eV
charge	+1
HOMO-LUMO gap	7.12	eV
E	-815.92255	Ha

These are the Löwdin partial charges, in e, on atoms 1 to 8: atom 1 (F): 0.0685, atom 2 (C): -0.2134, atom 3 (C): 0.0693, atom 4 (C): -0.0271, atom 5 (C): 0.0055, atom 6 (C): -0.1469, atom 7 (C): 0.1185, atom 8 (C): -0.1442

Entry 4:
Molecular formula: C33H42F4MgN6O4P2
Method: DFT, wB97M-V/def2-TZVPD

Element x y z (Å)
Mg -0.53 1.63 0.81
C -1.88 4.10 2.41
N -2.12 3.35 1.17
C -3.54 3.01 1.07
C -1.73 4.18 0.01
C -0.23 4.49 -0.01
N 0.49 3.28 0.39
C 1.84 3.31 0.56
C 2.46 2.13 1.04
F 1.63 1.07 1.31
C 3.80 1.99 1.26
F 4.26 0.81 1.72
C 4.67 3.03 1.03
C 4.11 4.20 0.56
F 4.90 5.26 0.30
C 2.75 4.35 0.33
F 2.32 5.53 -0.16
H -2.40 5.07 2.40
H -0.81 4.27 2.54
H -2.24 3.52 3.26
H -4.16 3.92 1.03
H -3.85 2.43 1.94
H -3.72 2.41 0.18
H -2.30 5.12 0.00
H -2.01 3.62 -0.88
H -0.02 5.33 0.65
H 0.03 4.82 -1.02
H 5.74 2.94 1.19
O -3.93 -1.12 4.60
C -2.90 -0.61 5.26
O -2.76 -0.74 6.45
C -1.89 0.17 4.48
C -0.83 0.80 5.07
N -0.13 1.42 4.10
N -0.68 1.22 2.90
C -1.75 0.46 3.10
C -2.53 0.03 1.88
O -3.57 -0.59 2.05
O -2.01 0.37 0.76
H -3.86 -0.94 3.62
H -0.55 0.85 6.11
H 0.71 1.95 4.18
C -1.28 1.35 -2.46
P 0.03 0.42 -1.57
C -0.65 -1.31 -1.78
N -1.58 -1.46 -2.68
C -2.17 -2.68 -2.82
C -3.17 -2.87 -3.79
C -3.78 -4.09 -3.91
C -3.41 -5.16 -3.06
C -2.43 -5.00 -2.12
C -1.78 -3.75 -1.99
N -0.80 -3.59 -1.07
C -0.23 -2.42 -0.95
P 1.14 -2.19 0.29
C 0.17 -2.47 1.83
C 2.14 -3.76 0.17
C 2.58 -3.93 -1.29
C 3.37 -3.49 1.04
C 1.45 -5.04 0.66
C 1.48 0.56 -2.75
C 2.75 -0.04 -2.14
C 1.72 2.07 -2.95
C 1.20 -0.11 -4.09
H -1.42 1.01 -3.48
H -1.02 2.41 -2.45
H -2.22 1.21 -1.93
H -3.44 -2.03 -4.43
H -4.56 -4.24 -4.65
H -3.91 -6.11 -3.16
H -2.12 -5.81 -1.47
H 0.86 -2.66 2.65
H -0.53 -3.30 1.73
H -0.37 -1.56 2.06
H 3.08 -3.04 -1.66
H 1.74 -4.15 -1.94
H 3.29 -4.76 -1.36
H 3.95 -2.64 0.67
H 4.03 -4.37 1.04
H 3.10 -3.28 2.08
H 0.54 -5.24 0.11
H 1.21 -4.98 1.72
H 2.14 -5.88 0.53
H 2.95 0.35 -1.14
H 3.60 0.20 -2.78
H 2.68 -1.13 -2.06
H 1.84 2.59 -1.99
H 0.91 2.54 -3.50
H 2.64 2.21 -3.52
H 1.01 -1.18 -3.98
H 2.08 0.01 -4.73
H 0.35 0.34 -4.61

Values from the calculation:
maximum force	0.01353	hartree/bohr
highest occupied orbital energy	-7.65	eV
HOMO-LUMO gap	7.20	eV
E	-3194.62934	Ha

These are the Löwdin partial charges, in e, on atoms 1 to 8: atom 1 (Mg): 0.5327, atom 2 (C): -0.0816, atom 3 (N): -0.3001, atom 4 (C): -0.0716, atom 5 (C): -0.1882, atom 6 (C): -0.2206, atom 7 (N): -0.0598, atom 8 (C): -0.2090

Entry 5:
Molecular formula: FN2O3S
Method: DFT, wB97M-V/def2-TZVPD

Element x y z (Å)
N 1.55 -0.47 0.15
N -2.02 0.43 -0.16
O 1.94 -1.54 -0.22
O -1.90 -0.65 -0.73
O -3.06 0.92 0.28
F 2.61 1.07 -0.61
S 0.88 0.24 1.29

Values from the calculation:
maximum force	0.04478	hartree/bohr
highest occupied orbital energy (alpha / beta)	-5.62 / -3.18	eV
charge	-1
HOMO-LUMO gap (alpha / beta)	8.52 / 4.27	eV
E	-833.08501	Ha

The computed Löwdin charges, all in e, follow: atom 1 (N): -0.6970, atom 2 (N): -0.3041, atom 3 (O): -0.0239, atom 4 (O): -0.0777, atom 5 (O): -0.0821, atom 6 (F): -0.5559, atom 7 (S): 0.7407

Entry 6:
Molecular formula: C6H10O
Method: DFT, wB97M-V/def2-TZVPD

Element x y z (Å)
C 1.46 -1.25 -1.13
C 0.38 -1.30 -0.08
C 0.47 -0.53 1.22
C -0.62 -0.21 0.24
C -0.71 1.17 -0.36
C -1.61 2.04 0.49
O -2.22 1.65 1.45
H 2.19 -2.05 -0.94
H 2.01 -0.30 -1.13
H 1.05 -1.41 -2.13
H -0.06 -2.29 0.03
H 0.22 -1.01 2.16
H 1.28 0.20 1.28
H -1.61 -0.59 0.51
H -1.12 1.18 -1.38
H 0.27 1.67 -0.43
H -1.71 3.10 0.16

Values from the calculation:
maximum force	0.01026	hartree/bohr
highest occupied orbital energy	-9.76	eV
SMILES string	C[C@H]1C[C@H]1CC=O
HOMO-LUMO gap	10.83	eV
E	-309.81404	Ha

These are the Löwdin partial charges, in e, on atoms 1 to 8: atom 1 (C): -0.0728, atom 2 (C): -0.3028, atom 3 (C): -0.0834, atom 4 (C): -0.2737, atom 5 (C): -0.1317, atom 6 (C): -0.2539, atom 7 (O): 0.0523, atom 8 (H): 0.0754

Entry 7:
Molecular formula: C8H9P
Method: DFT, wB97M-V/def2-TZVPD

Element x y z (Å)
C 1.28 0.09 -2.47
C -0.08 0.19 -2.36
C 2.03 0.19 -1.33
C -0.72 0.09 -1.06
C 1.42 0.29 -0.07
C 0.02 0.19 0.07
C -0.48 0.23 1.45
C -1.72 -0.86 1.74
P 0.25 1.17 2.64
H 1.95 0.25 -3.34
H -0.76 0.15 -3.22
H 3.09 -0.05 -1.57
H -1.82 0.06 -0.88
H 1.99 0.40 0.85
H -1.27 -1.89 2.00
H -2.24 -0.52 2.67
H -2.52 -0.96 0.99
H -0.42 0.98 3.88

Values from the calculation:
maximum force	0.08305	hartree/bohr
highest occupied orbital energy	-8.66	eV
SMILES string	[H]/P=C(\C)c1ccccc1
HOMO-LUMO gap	8.57	eV
E	-651.50461	Ha

These are the Löwdin partial charges, in e, on atoms 1 to 8: atom 1 (C): -0.1334, atom 2 (C): -0.0620, atom 3 (C): -0.0987, atom 4 (C): -0.0344, atom 5 (C): -0.0616, atom 6 (C): -0.3555, atom 7 (C): -0.5764, atom 8 (C): -0.0947

Entry 8:
Molecular formula: C8H19N2P
Method: DFT, wB97M-V/def2-TZVPD

Element x y z (Å)
C 0.96 -0.11 1.52
C -0.48 -0.72 1.47
C 3.61 -0.57 -0.71
C -1.82 -1.28 -1.23
C -3.23 0.68 -0.60
C 0.47 2.68 0.32
C 2.16 -0.97 -0.46
C -2.36 -0.45 -0.06
N 1.46 0.12 0.19
N -1.37 0.14 0.80
P 0.62 1.20 -0.79
H 0.90 0.84 2.05
H 1.63 -0.78 2.06
H -0.42 -1.74 1.06
H -0.77 -0.80 2.53
H 4.16 -1.39 -1.18
H 3.65 0.29 -1.37
H 4.10 -0.31 0.22
H -2.65 -1.59 -1.87
H -1.14 -0.66 -1.82
H -1.29 -2.17 -0.90
H -2.65 1.30 -1.28
H -3.58 1.31 0.22
H -4.09 0.28 -1.12
H 0.24 3.54 -0.30
H 1.41 2.86 0.85
H -0.34 2.53 1.03
H 1.68 -1.23 -1.41
H 2.13 -1.85 0.19
H -2.99 -1.12 0.56

Values from the calculation:
maximum force	0.03384	hartree/bohr
highest occupied orbital energy (alpha / beta)	-7.98 / -6.91	eV
HOMO-LUMO gap (alpha / beta)	8.03 / 6.85	eV
E	-767.00129	Ha

These are the Löwdin partial charges, in e, on atoms 1 to 8: atom 1 (C): -0.2297, atom 2 (C): -0.2731, atom 3 (C): -0.0965, atom 4 (C): -0.0888, atom 5 (C): -0.0865, atom 6 (C): -0.3444, atom 7 (C): -0.3206, atom 8 (C): -0.5297